Entry 1:
{"formula": "C3H6N4O2", "method": "ωB97M-V with the def2-TZVPD basis set", "largest_force_ev_per_a": 4.5, "smiles": "NN/C=N/C=N\\OC=O", "gap_ev": 9.57, "homo_energy_ev": -9.1, "elements": ["C", "C", "C", "H", "H", "H", "H", "H", "H", "N", "N", "N", "N", "O", "O"], "coordinates": [[1.1962, 1.5745, -1.0393], [-0.6669, 0.9626, 0.1890], [-1.7567, -1.9496, 1.3450], [2.8461, -0.4551, -0.8677], [2.4774, -0.4429, -2.4614], [2.7732, 1.9645, -2.2418], [0.9587, 2.6207, -1.0539], [-1.0519, 1.9987, 0.0132], [-1.1960, -2.9087, 1.2081], [2.9432, 0.0616, -1.7004], [2.3843, 1.3034, -1.5969], [0.5530, 0.5616, -0.3879], [-1.4801, 0.3457, 0.8999], [-0.8387, -0.8952, 1.3699], [-2.9420, -1.8808, 1.3716]], "atomic_forces_ev_per_a": [[-0.78, -3.85, 2.12], [1.47, 2.13, -1.77], [0.95, 0.37, -0.34], [-0.34, -0.48, 1.20], [0.15, -0.07, 0.48], [0.20, 0.32, 0.16], [-0.62, 0.46, -0.03], [0.32, -0.71, -0.30], [-0.08, 0.61, 0.48], [0.49, -0.63, -1.90], [-0.63, 1.19, -0.16], [0.63, 3.08, -1.10], [-0.33, -1.79, 2.21], [-1.57, -0.81, -1.04], [0.15, 0.18, 0.00]]}

***

Entry 2:
{"formula": "C3H6N4O2", "method": "ωB97M-V with the def2-TZVPD basis set", "largest_force_ev_per_a": 4.7, "gap_ev": 8.85, "homo_energy_ev": -8.2, "elements": ["C", "C", "C", "N", "N", "N", "N", "O", "O", "H", "H", "H", "H", "H", "H"], "coordinates": [[-0.5594, 0.1032, -1.6153], [0.8966, -1.0440, 1.8679], [-0.7623, 0.9102, -0.4752], [1.5784, -1.0904, 0.9362], [0.4591, -0.5808, -1.9918], [-0.1891, -1.2693, 2.6219], [-0.7039, 2.2770, -0.8127], [2.4421, -1.1096, 0.1126], [-1.2840, 0.4878, 0.5512], [0.5548, -1.1157, -2.8518], [1.3592, -0.6139, -1.2721], [-0.9617, -1.6648, 2.0542], [-0.6547, -0.4628, 3.0048], [-0.7722, 2.3697, -1.8294], [-1.4030, 2.8035, -0.3003]], "atomic_forces_ev_per_a": [[-0.31, -1.31, -2.21], [-0.40, 0.23, -0.69], [-1.01, 0.89, -0.26], [-1.54, 0.09, 2.77], [3.18, 0.60, 3.44], [-1.66, -0.84, -0.05], [0.17, -0.62, 0.05], [1.94, 0.02, -2.41], [0.43, 0.03, 0.55], [-0.55, 0.21, 0.28], [-1.97, -0.29, -2.43], [0.91, -0.08, 0.19], [0.65, 0.65, 0.28], [-0.02, 0.36, 0.63], [0.17, 0.06, -0.14]]}

***

Entry 3:
{"formula": "C3H6N4O2S", "method": "ωB97M-V with the def2-TZVPD basis set", "largest_force_ev_per_a": 5.5, "gap_ev": 8.61, "homo_energy_ev": -9.1, "elements": ["C", "C", "C", "N", "N", "N", "N", "O", "O", "S", "H", "H", "H", "H", "H", "H"], "coordinates": [[0.5044, 0.6686, 0.3848], [0.9424, -0.6934, 0.4330], [1.6171, 1.7142, 0.7238], [-0.6999, 1.1268, 0.1789], [2.3272, -2.6559, 0.0757], [1.6066, -1.6447, 0.1502], [-2.1036, -0.1417, -1.7539], [-3.0974, 0.3134, 0.5861], [-1.2722, -1.3628, 0.3797], [-1.8779, -0.1174, -0.0431], [-2.0750, 0.9051, -1.9443], [1.6285, 2.4277, 0.0065], [2.5152, 1.0559, 0.9602], [1.3100, 2.2023, 1.6835], [1.7299, -3.4801, 0.0226], [-3.0555, -0.3179, -1.8435]], "atomic_forces_ev_per_a": [[-0.14, 0.84, 0.09], [1.14, -0.55, -0.77], [-0.75, -4.21, 3.50], [-0.11, -1.56, -0.43], [-0.05, 0.55, -0.15], [-0.85, 1.00, 1.28], [2.43, 2.71, 1.45], [0.55, -0.14, -0.40], [-0.81, 0.30, -0.54], [0.60, 0.32, 0.45], [0.25, -1.45, -0.08], [0.68, 2.00, -2.38], [-0.62, 1.58, -0.73], [0.19, -0.44, -0.74], [-0.17, -0.06, -0.24], [-2.35, -0.88, -0.31]]}

***

Entry 4:
{"formula": "C3H6N4O3", "method": "ωB97M-V with the def2-TZVPD basis set", "largest_force_ev_per_a": 7.2, "smiles": "[H]/N=N/N=N/[H].C#CO.O=CO", "gap_ev": 9.19, "homo_energy_ev": -9.3, "elements": ["C", "C", "C", "N", "N", "N", "N", "O", "O", "O", "H", "H", "H", "H", "H", "H"], "coordinates": [[-0.9862, 2.0538, -0.8568], [-0.2875, 1.7043, 0.0042], [3.1108, -0.9273, -0.1496], [-3.3188, -0.7985, -0.9731], [-0.5648, -0.9384, 1.0400], [-2.5454, -1.0058, -0.0963], [-1.4602, -1.3247, 0.2359], [2.4202, -1.6265, 0.5721], [0.4995, 1.3522, 0.9452], [2.8598, 0.3914, -0.4300], [3.8369, -1.2882, -0.9284], [2.1445, 0.6409, 0.2372], [-4.3492, -1.0895, -0.8409], [0.1018, -1.6938, 1.1624], [-1.5543, 2.4221, -1.7861], [0.4004, 0.3791, 1.1596]], "atomic_forces_ev_per_a": [[-3.94, 2.25, -5.63], [1.80, -1.05, 2.22], [-1.64, 0.21, -1.72], [-2.74, 0.70, -3.43], [-0.27, -0.07, 0.32], [-0.80, -0.81, 2.52], [1.92, -1.00, 0.18], [1.39, 1.09, -0.46], [1.82, 0.11, 1.22], [-0.39, -1.43, 2.08], [-0.10, 0.02, 1.13], [0.80, 0.29, -1.12], [2.05, 0.55, 0.82], [-0.07, -0.35, -0.29], [1.28, -0.93, 2.35], [-1.11, 0.39, -0.17]]}

***

Entry 5:
{"formula": "C3H6N5", "method": "ωB97M-V with the def2-TZVPD basis set", "largest_force_ev_per_a": 4.0, "total_charge": 1, "gap_ev": [4.28, 6.21], "homo_energy_ev": [-12.1, -12.5], "elements": ["C", "C", "C", "N", "N", "N", "N", "N", "H", "H", "H", "H", "H", "H"], "coordinates": [[2.4027, -1.1214, 0.4427], [2.5710, 0.9073, -0.4393], [-2.9791, 0.3833, -0.2265], [3.6560, -0.8429, 0.3014], [3.6929, 0.3429, -0.3228], [1.5807, -0.0418, 0.1052], [0.2643, 0.0923, 0.0074], [-3.8335, -0.3893, 0.2076], [2.0890, -2.0965, 0.8496], [2.1765, 1.8774, -0.7859], [-3.0942, 1.2380, -0.8974], [-0.0344, 0.9998, -0.2857], [-4.8391, -0.3153, 0.0627], [-3.6528, -1.0338, 0.9810]], "atomic_forces_ev_per_a": [[-1.07, -1.18, 1.26], [-2.59, -1.32, 1.17], [0.60, 1.04, -0.67], [-1.25, -1.05, -0.38], [2.47, 2.98, -0.94], [0.98, 1.68, -1.51], [-0.14, -2.35, 0.91], [-0.99, -0.88, 1.58], [-0.26, 0.94, -0.23], [0.90, -0.66, 0.01], [0.23, -0.19, -0.06], [0.87, 1.05, -0.31], [-0.30, 0.27, -0.63], [0.56, -0.32, -0.19]]}

***

Entry 6:
{"formula": "C3H6N5O2S", "method": "ωB97M-V with the def2-TZVPD basis set", "largest_force_ev_per_a": 4.8, "total_charge": -1, "gap_ev": [6.75, 6.81], "homo_energy_ev": [-4.0, -4.0], "elements": ["C", "C", "C", "N", "N", "N", "N", "N", "O", "O", "S", "H", "H", "H", "H", "H", "H"], "coordinates": [[-0.9792, -1.3557, -0.1593], [-1.2725, -0.6836, -1.4172], [-0.2237, -0.4370, 0.5277], [-0.6710, 0.5200, -1.4054], [-0.1767, 0.6154, -0.2104], [-2.3139, -1.0201, -2.3471], [0.1664, -0.3604, 1.8095], [1.4891, 1.8696, 0.0700], [3.4620, 0.5148, 1.1260], [1.8236, 1.6954, 2.5448], [2.5689, 1.6978, 1.2852], [-1.5335, -2.2551, 0.1461], [-3.3016, -0.8233, -1.9569], [-2.2110, -0.7367, -3.3868], [0.7112, 0.5154, 1.9928], [0.6560, -1.1257, 2.1455], [1.8058, 1.3691, -0.7644]], "atomic_forces_ev_per_a": [[-1.90, -0.96, -2.06], [-0.28, 0.40, 0.88], [-1.33, -1.77, 0.48], [-1.33, -0.43, -1.64], [3.02, 3.65, -0.38], [-1.20, 0.06, -1.04], [0.27, 1.93, 1.46], [-1.75, -0.66, -0.45], [-0.67, 0.83, 0.09], [-0.18, 0.54, 0.63], [1.56, -1.14, -0.87], [0.74, 0.46, 0.11], [2.46, -0.22, -1.10], [-0.11, -0.29, 2.85], [-0.77, -1.05, 0.27], [0.99, -1.63, 0.67], [0.48, 0.27, 0.10]]}

***

Entry 7:
{"formula": "C3H6NO", "method": "ωB97M-V with the def2-TZVPD basis set", "largest_force_ev_per_a": 5.1, "total_charge": 1, "gap_ev": 10.50, "homo_energy_ev": -14.9, "elements": ["C", "C", "C", "N", "O", "H", "H", "H", "H", "H", "H"], "coordinates": [[-1.8664, -0.1033, 0.7079], [0.9966, -0.4207, 0.2873], [0.8249, 0.8476, 0.4543], [0.9273, 0.3899, -0.9650], [-1.4625, 0.7757, 0.0264], [-1.3380, -0.7375, 1.3469], [-2.9748, -0.0567, 0.9670], [1.5085, -1.3175, 0.5634], [0.7392, 1.7611, 0.8761], [1.5908, 0.9976, -1.4673], [-0.0162, 0.2144, -1.3492]], "atomic_forces_ev_per_a": [[-4.64, 1.38, 1.64], [2.43, 1.76, 0.88], [-0.01, -4.33, -1.31], [-1.71, 0.67, 0.02], [0.85, 1.05, -1.59], [1.80, -1.58, 0.60], [0.80, -0.72, -0.58], [-0.16, -0.43, -0.08], [-0.34, 2.55, 1.28], [0.18, -1.35, -0.21], [0.81, 0.99, -0.66]]}

***

Entry 8:
{"formula": "C3H6NO2", "method": "ωB97M-V with the def2-TZVPD basis set", "largest_force_ev_per_a": 2.1, "total_charge": -1, "gap_ev": 7.71, "homo_energy_ev": -3.9, "elements": ["C", "C", "N", "H", "H", "H", "H", "H", "O", "C", "O", "H"], "coordinates": [[1.8690, -1.2827, 0.2642], [0.8069, 0.7603, -0.1805], [1.8039, 0.1624, 0.3309], [1.7455, -1.6330, -0.7701], [2.8909, -1.5977, 0.5025], [1.1189, -1.7387, 0.9259], [0.9770, 1.7986, -0.4500], [-0.2226, 0.3939, -0.2450], [-3.5548, 1.5286, -0.6763], [-2.7539, 0.8216, -0.0426], [-1.9807, 1.0226, 0.9085], [-2.7002, -0.2359, -0.5676]], "atomic_forces_ev_per_a": [[-0.24, -0.23, 0.37], [0.25, 0.05, 0.88], [0.67, 0.43, -1.67], [-0.41, 0.11, 0.22], [-0.28, -0.03, 0.48], [0.25, -0.28, -0.16], [-0.37, 0.33, 0.45], [0.23, -0.38, -0.54], [-0.12, 0.68, 0.56], [0.01, -1.34, -1.61], [-0.24, 0.21, 0.18], [0.24, 0.45, 0.84]]}

***

Entry 9:
{"formula": "C3H6NO2", "method": "ωB97M-V with the def2-TZVPD basis set", "largest_force_ev_per_a": 6.4, "total_charge": -1, "gap_ev": 8.13, "homo_energy_ev": -4.0, "elements": ["C", "C", "N", "H", "H", "H", "H", "H", "O", "C", "O", "H"], "coordinates": [[0.4529, -1.5955, -1.4112], [-0.4990, -1.4671, -0.3910], [-1.2643, -0.2011, -0.3324], [0.8425, -0.9983, -2.2246], [1.1010, -2.5126, -1.3679], [-0.2587, -1.9699, 0.6708], [-1.3255, 0.1750, -1.1988], [-0.8263, 0.2719, 0.4522], [-0.2426, 1.2201, 2.0007], [0.3609, 2.1399, 1.4665], [0.3587, 2.7247, 0.2892], [1.3004, 2.2129, 2.0465]], "atomic_forces_ev_per_a": [[-0.36, -2.81, 2.40], [2.88, 2.94, -0.55], [0.64, -5.41, 3.37], [-1.17, 0.74, 0.02], [-0.72, 0.64, 0.20], [-1.20, 0.70, -2.76], [0.27, 1.94, -2.73], [-0.50, 1.29, 0.05], [-2.77, -1.14, -0.15], [3.22, 1.03, -3.37], [-1.08, -1.49, 3.34], [0.78, 1.58, 0.18]]}

***

Entry 10:
{"formula": "C3H6NO2", "method": "ωB97M-V with the def2-TZVPD basis set", "largest_force_ev_per_a": 3.6, "smiles": "O[C@@H]1[NH2+]C=CO1", "total_charge": 1, "gap_ev": 10.90, "homo_energy_ev": -14.6, "elements": ["C", "C", "C", "N", "O", "O", "H", "H", "H", "H", "H", "H"], "coordinates": [[1.2846, 0.2940, -0.4782], [1.1583, -1.0341, -0.2112], [-0.8372, -0.1817, 0.4562], [0.0966, 0.9577, 0.1867], [-0.0599, -1.3748, 0.2654], [-1.7749, -0.0411, -0.5669], [2.1936, 0.9452, -0.5279], [1.7281, -1.8714, -0.6521], [-1.1211, -0.1260, 1.5612], [0.2635, 1.7326, 0.8586], [-0.4992, 1.5818, -0.3327], [-2.4325, -0.8823, -0.5590]], "atomic_forces_ev_per_a": [[1.12, 0.46, 1.81], [-0.57, 1.02, -2.17], [-0.24, -0.64, 1.04], [0.24, 0.84, -0.29], [-0.22, 0.71, 0.65], [-1.59, -2.91, 1.42], [-1.04, -0.98, -0.54], [0.01, 0.66, 0.83], [-0.39, -0.34, -1.66], [0.80, -1.56, 1.12], [-0.28, -0.07, -2.21], [2.16, 2.82, 0.00]]}